DFT (wB97M-V/def2-TZVPD) results for a structure of composition C35H71F6N7O13S2.

The total charge is 0. The calculation puts the total energy at -112460.7087 eV. The LUMO energy is -0.028 hartree. The calculation puts the gap between HOMO and LUMO at 0.24608 Ha. For the energy relative to the best compared isomer or geometry (same formula, charge and spin), the calculation gives 470.97 kJ/mol.

Atoms and positions in Å:
C  1.411  -0.323  0.806
N  0.512  -0.866  -0.316
C  0.290  0.053  -1.588
C  1.220  -2.153  -0.848
C  -0.965  -1.015  0.290
C  -0.993  -1.891  1.525
O  -0.565  -3.201  1.226
H  1.655  -1.154  1.469
H  0.881  0.436  1.381
H  2.392  0.008  0.464
H  -0.195  -0.523  -2.376
H  1.229  0.573  -1.778
H  -0.354  0.905  -1.366
H  1.701  -2.727  -0.056
H  2.087  -1.856  -1.438
H  0.517  -2.756  -1.422
H  -1.615  -1.394  -0.499
H  -1.253  0.005  0.548
H  -2.007  -1.986  1.913
H  -0.480  -1.372  2.334
H  -0.310  -3.637  2.042
C  2.777  -8.392  4.268
F  2.436  -9.697  4.570
F  4.078  -8.462  3.982
F  2.060  -7.996  3.179
S  2.522  -7.268  5.830
O  3.304  -7.976  6.883
O  3.089  -5.974  5.380
N  0.716  -7.243  5.989
S  0.412  -7.646  7.476
O  0.702  -9.066  7.601
O  0.893  -6.780  8.543
C  -1.532  -7.477  7.510
F  -2.095  -7.961  6.432
F  -1.927  -8.069  8.618
F  -1.819  -6.170  7.533
C  2.933  2.433  9.657
O  3.147  2.489  8.449
N  2.704  1.316  10.391
C  2.486  0.023  9.750
C  2.655  1.385  11.838
H  3.026  3.334  10.282
H  3.108  -0.781  10.144
H  2.486  0.006  8.660
H  1.456  -0.229  10.000
H  2.884  2.397  12.172
H  1.691  0.979  12.145
H  3.444  0.744  12.232
C  3.295  -0.839  -10.748
O  3.245  -1.187  -9.575
N  3.043  -1.662  -11.801
C  2.993  -1.099  -13.166
C  2.720  -3.066  -11.664
H  3.403  0.177  -11.160
H  3.704  -0.306  -13.399
H  1.972  -0.791  -13.391
H  3.226  -1.870  -13.901
H  1.858  -3.330  -12.276
H  3.609  -3.598  -12.004
H  2.543  -3.440  -10.656
C  -1.255  7.387  2.642
O  -0.541  7.001  1.704
N  -1.831  8.571  2.766
C  -2.671  8.809  4.043
C  -1.409  9.705  1.956
H  -1.558  6.747  3.484
H  -2.131  9.327  4.835
H  -3.079  7.839  4.328
H  -3.501  9.458  3.762
H  -0.954  10.507  2.538
H  -0.738  9.333  1.182
H  -2.281  10.169  1.494
C  -8.735  -4.060  0.325
C  -9.219  -2.916  -0.596
O  -10.117  -2.079  -0.256
C  -8.557  -2.924  -1.950
H  -7.646  -4.102  0.333
H  -9.104  -5.046  0.042
H  -9.180  -3.832  1.293
H  -9.126  -3.477  -2.697
H  -7.560  -3.353  -1.845
H  -8.502  -1.961  -2.457
C  3.439  6.736  -4.719
C  2.198  6.777  -5.596
O  1.938  5.988  -6.522
C  1.141  7.791  -5.231
H  4.239  7.410  -5.027
H  3.857  5.732  -4.653
H  3.293  7.080  -3.694
H  0.151  7.359  -5.378
H  1.272  8.638  -5.904
H  1.349  8.172  -4.231
C  -4.907  -3.544  -10.164
C  -4.855  -3.950  -8.738
O  -4.449  -3.181  -7.898
C  -5.392  -5.336  -8.419
H  -4.852  -4.318  -10.929
H  -4.098  -2.850  -10.393
H  -5.819  -2.975  -10.347
H  -5.627  -5.921  -9.309
H  -6.190  -5.275  -7.679
H  -4.466  -5.823  -8.114
C  11.131  1.927  -0.748
C  9.651  2.131  -0.677
O  8.841  1.444  -1.309
C  9.201  3.260  0.168
H  11.445  1.362  -1.626
H  11.335  1.358  0.159
H  11.624  2.885  -0.917
H  9.993  3.884  0.583
H  8.618  2.827  0.981
H  8.490  3.844  -0.416
C  -7.129  1.281  7.956
C  -5.636  1.653  7.912
O  -5.120  1.810  6.830
C  -4.866  2.172  9.118
H  -7.587  1.970  8.665
H  -7.226  0.230  8.230
H  -7.659  1.324  7.005
H  -3.786  2.043  9.049
H  -5.289  1.649  9.976
H  -5.229  3.193  9.241
C  7.582  -5.347  -5.401
C  7.418  -6.476  -6.336
N  7.346  -7.393  -7.059
H  7.043  -5.409  -4.456
H  7.522  -4.413  -5.960
H  8.605  -5.456  -5.042
C  -6.277  7.256  -1.262
C  -6.095  5.830  -1.541
N  -6.019  4.716  -1.728
H  -7.157  7.714  -1.712
H  -5.367  7.769  -1.573
H  -6.335  7.315  -0.175